No. 1
Computed, not measured: C45H94F3N8O3RbS as an isolated structure in a non-equilibrium geometry, with ωB97M-V/def2-TZVPD.

Atoms and positions in Å:
Rb 1.0827 1.6716 -6.6605
C -0.4170 -1.9951 0.2584
F 0.8672 -2.1838 0.5893
F -0.7762 -3.1059 -0.4141
F -1.1853 -2.0287 1.3644
S -0.5888 -0.2553 -0.7446
O 0.2619 -0.4275 -1.9014
O -1.9980 -0.1001 -1.0188
O -0.0946 0.7954 0.1632
C -4.1875 3.0122 5.9687
C -2.8713 3.0007 6.6581
N -2.8938 2.0226 7.6813
C -3.0146 0.6234 7.4820
C -2.8944 0.0634 8.7760
N -2.8410 1.0860 9.7047
C -2.7567 2.2613 8.9906
C -2.8970 1.0171 11.1308
H -4.5670 2.0559 5.6087
H -4.0686 3.7941 5.2186
H -4.8873 3.3833 6.7175
H -2.4703 3.9481 7.0182
H -2.1170 2.7202 5.9229
H -3.0926 0.2858 6.4591
H -2.8399 -0.9730 9.0749
H -2.7692 3.2130 9.5010
H -2.4116 0.1151 11.5035
H -3.9293 1.0060 11.4805
H -2.5291 1.9324 11.5943
C -8.5983 -1.1850 0.6879
C -9.5905 -2.1876 0.1667
N -10.8879 -1.5469 -0.0088
C -11.1877 -0.7122 -1.1017
C -12.5573 -0.5091 -0.9669
N -13.0581 -1.0519 0.2173
C -12.0207 -1.7275 0.7497
C -14.4180 -0.9986 0.6936
H -8.2554 -0.4780 -0.0675
H -7.6503 -1.6480 0.9619
H -8.9750 -0.7132 1.5954
H -9.7603 -2.9415 0.9354
H -9.3221 -2.6715 -0.7724
H -10.4786 -0.4601 -1.8764
H -13.1315 0.1648 -1.5854
H -11.9294 -2.1642 1.7332
H -14.4878 -0.3906 1.5956
H -14.6587 -2.0418 0.8983
H -15.1269 -0.6020 -0.0332
C -8.7995 6.1601 -4.7144
C -7.2851 6.0504 -4.7151
C -6.7742 5.8770 -3.2433
N -5.2676 6.0452 -3.0623
C -4.4765 5.0653 -3.9347
C -4.8727 7.5337 -3.2902
C -3.5445 7.7715 -2.5437
C -3.5513 6.7802 -1.3816
C -4.8748 6.0129 -1.6203
H -9.2887 5.1892 -4.7926
H -9.1100 6.6560 -5.6340
H -9.1268 6.8191 -3.9101
H -6.9245 7.0029 -5.1033
H -6.9603 5.2157 -5.3363
H -6.9958 4.9649 -2.6891
H -7.1814 6.6722 -2.6188
H -3.4297 5.1776 -3.6525
H -4.6098 5.2821 -4.9946
H -4.7431 4.0180 -3.7926
H -4.6786 7.6478 -4.3567
H -5.7125 8.1231 -2.9222
H -2.7092 7.5627 -3.2121
H -3.5208 8.7784 -2.1272
H -2.6948 6.1131 -1.2847
H -3.5272 7.2745 -0.4104
H -4.7332 4.9783 -1.3078
H -5.5764 6.5631 -0.9934
C 12.2546 3.6359 -0.8309
C 10.9409 3.5328 -1.6440
C 10.3650 2.1138 -1.6005
N 8.9803 2.0343 -2.2758
C 9.0108 2.4335 -3.7554
C 7.9535 2.8123 -1.4611
C 6.7204 1.8812 -1.1934
C 6.9690 0.6765 -2.1582
C 8.4656 0.5483 -2.2996
H 12.0648 3.5703 0.2404
H 12.7307 4.5726 -1.1208
H 12.9480 2.8290 -1.0682
H 11.1610 3.8752 -2.6552
H 10.2085 4.1446 -1.1174
H 10.1759 1.7374 -0.5951
H 11.0811 1.4273 -2.0520
H 9.3711 3.4597 -3.8284
H 7.9842 2.4013 -4.1204
H 9.6033 1.6708 -4.2607
H 7.6997 3.7175 -2.0129
H 8.4048 3.0223 -0.4914
H 5.7390 2.3393 -1.3164
H 6.8091 1.4901 -0.1798
H 6.5074 0.8422 -3.1317
H 6.5525 -0.2807 -1.8446
H 8.8747 -0.1059 -3.0695
H 8.7491 0.1488 -1.3259
C 8.1674 -0.8842 5.6583
C 6.8515 -0.8881 6.4333
C 6.0416 -2.2409 6.3534
N 4.6111 -2.2034 6.9267
C 3.8901 -0.8631 6.4678
C 4.6511 -2.2582 8.3994
C 3.2402 -2.6272 8.7829
C 2.7279 -3.4418 7.5903
C 3.8352 -3.4421 6.5633
H 8.6688 -1.8272 5.8758
H 8.8066 -0.0488 5.9440
H 8.1358 -0.9028 4.5689
H 6.2867 -0.0710 5.9845
H 7.0951 -0.4940 7.4199
H 6.6552 -3.0415 6.7665
H 5.9520 -2.5373 5.3083
H 3.9683 -0.6998 5.3929
H 4.1877 -0.1070 7.1944
H 2.8426 -1.1207 6.6242
H 5.0864 -1.3868 8.8886
H 5.3138 -3.0869 8.6488
H 2.6878 -1.6997 8.9335
H 3.1465 -3.1126 9.7543
H 1.9244 -2.7913 7.2448
H 2.1314 -4.3360 7.7713
H 3.4648 -3.2989 5.5482
H 4.4994 -4.3046 6.6185
C -0.1510 -5.4885 -9.9191
C 0.8838 -5.3340 -8.8434
C 0.7990 -6.4341 -7.7154
N 2.0170 -6.5239 -6.7178
C 2.2367 -5.0922 -6.1767
C 1.8323 -7.6192 -5.6279
C 2.2445 -8.9514 -6.2363
C 3.0741 -8.6265 -7.4715
C 3.2666 -7.1373 -7.4341
H -1.0209 -5.8187 -9.3514
H 0.0063 -6.2448 -10.6881
H -0.3163 -4.5843 -10.5049
H 0.6892 -4.3835 -8.3465
H 1.8594 -5.3655 -9.3284
H 0.7199 -7.4174 -8.1790
H -0.0607 -6.2201 -7.0803
H 1.3530 -4.7580 -5.6331
H 2.4038 -4.5577 -7.1118
H 3.0975 -5.1827 -5.5142
H 2.5943 -7.4125 -4.8764
H 0.8405 -7.5375 -5.1832
H 2.8929 -9.4768 -5.5351
H 1.3737 -9.6011 -6.3236
H 4.0731 -9.0613 -7.4381
H 2.5201 -8.9418 -8.3557
H 4.1164 -6.8308 -6.8241
H 3.4098 -6.6214 -8.3835

Output
- Spin multiplicity: 1
- Total charge: +6
- HOMO energy: -16.505 eV

=====

No. 2
Computed, not measured: a 13-piece molecular cluster, C45H97N7O13 overall in a non-equilibrium geometry, with ωB97M-V/def2-TZVPD.

Atoms and positions in Å:
C -35.4043 11.7836 28.4346
O -35.1420 12.9561 28.6657
N -34.8185 10.7678 29.0666
C -33.8026 10.9074 30.0519
C -35.3626 9.4082 28.8747
H -36.1274 11.4573 27.6712
H -34.2392 10.4527 30.9412
H -33.6083 11.9502 30.3026
H -32.9266 10.3770 29.6785
H -34.5279 8.7074 28.8610
H -36.0508 9.1055 29.6639
H -35.9056 9.2541 27.9422
C -33.7733 18.6406 13.1865
O -33.4952 19.3891 12.2405
N -33.0781 18.5504 14.3162
C -33.5451 17.5897 15.3214
C -31.8825 19.3333 14.6450
H -34.7030 18.0507 13.1957
H -33.9875 18.1776 16.1256
H -32.7382 17.0304 15.7951
H -34.2880 16.8574 15.0056
H -31.8461 20.2389 14.0395
H -31.8603 19.6238 15.6954
H -31.0122 18.7011 14.4688
C -35.1283 10.5188 15.5147
O -35.7951 11.2240 16.2608
N -35.3106 9.1817 15.3834
C -34.3819 8.4606 14.5254
C -36.3177 8.4753 16.1046
H -34.3549 10.9623 14.8687
H -33.5907 9.0897 14.1174
H -34.9206 7.9034 13.7589
H -33.8882 7.7532 15.1916
H -36.8691 7.8300 15.4207
H -35.9036 7.8237 16.8740
H -37.0840 9.0691 16.6029
C -39.9851 9.5269 25.1106
O -40.2411 10.0548 26.1952
N -39.5798 10.2186 23.9691
C -38.6937 9.6229 23.0310
C -39.6848 11.7303 23.9129
H -40.0291 8.4414 24.9319
H -37.7092 9.9982 23.3105
H -38.8592 9.9621 22.0085
H -38.6366 8.5413 23.1534
H -40.2765 12.1118 24.7450
H -38.7119 12.2181 23.9722
H -40.0909 12.1679 23.0009
C -29.2136 25.3870 20.9646
O -29.0035 25.6726 22.1180
N -29.3124 24.1211 20.4643
C -29.3558 23.9274 19.0464
C -29.2762 22.8808 21.3474
H -29.3171 26.1093 20.1402
H -29.6725 24.8224 18.5109
H -30.0317 23.1383 18.7170
H -28.3586 23.5961 18.7565
H -29.4101 23.2619 22.3598
H -29.9361 22.0664 21.0485
H -28.2810 22.4599 21.2041
C -26.5951 17.8215 18.7451
O -27.6267 18.3029 18.2713
N -25.4252 18.1480 18.1621
C -25.2843 19.0178 17.0098
C -24.3231 17.2303 18.3986
H -26.5767 17.2218 19.6683
H -25.1420 18.4615 16.0833
H -24.3540 19.5762 17.1138
H -26.0681 19.7378 16.7743
H -24.0295 16.8670 17.4138
H -23.4331 17.7047 18.8121
H -24.5189 16.3107 18.9500
C -25.7749 18.8130 25.7713
O -25.4976 17.8135 25.1448
N -25.0374 19.9108 25.7437
C -23.9112 20.1403 24.8045
C -25.3358 20.9506 26.7069
H -26.6199 18.9396 26.4657
H -23.8954 19.3931 24.0111
H -22.9070 20.1423 25.2285
H -24.0903 21.0770 24.2767
H -26.1284 20.7727 27.4338
H -24.4944 21.3013 27.3045
H -25.6491 21.8274 26.1402
C -27.4406 13.8745 13.7857
C -28.1634 13.6294 12.4763
C -28.6310 12.2484 12.6664
O -28.8755 12.0531 14.0772
C -28.0336 12.9458 14.8219
H -27.6695 14.8265 14.2646
H -26.3572 13.8344 13.6728
H -27.5264 13.6832 11.5934
H -28.9441 14.3884 12.4272
H -27.7987 11.6098 12.3706
H -29.4774 12.0210 12.0184
H -27.2526 12.3262 15.2627
H -28.5956 13.5022 15.5720
C -35.7559 20.3350 22.4734
C -36.6723 20.4555 23.6086
C -37.8432 21.3078 23.0772
O -37.1981 22.1787 22.1081
C -35.8616 21.6966 21.8039
H -35.9581 19.5156 21.7836
H -34.7394 20.1509 22.8212
H -36.2884 21.1216 24.3812
H -36.9651 19.4820 24.0019
H -38.1188 22.0204 23.8545
H -38.6303 20.6910 22.6433
H -35.1292 22.4274 22.1469
H -35.7488 21.7278 20.7202
C -33.0244 12.7630 21.8975
C -32.5784 13.7108 22.9572
C -31.3004 14.3302 22.4759
O -30.8335 13.5328 21.3891
C -31.9618 12.9522 20.7780
H -33.9974 13.0628 21.5082
H -33.0593 11.7727 22.3516
H -32.3772 13.1620 23.8772
H -33.2816 14.5303 23.1056
H -30.5946 14.4579 23.2966
H -31.4204 15.3450 22.0965
H -31.5651 12.0615 20.2908
H -32.2063 13.6658 19.9912
C -31.0356 5.6672 22.4660
C -32.5007 5.7889 22.8083
C -33.0781 4.3783 22.4105
O -32.1762 3.9900 21.3410
C -31.0526 4.8750 21.1467
H -30.5942 5.1403 23.3120
H -30.4669 6.5837 22.3093
H -32.9817 6.5845 22.2392
H -32.7159 6.0838 23.8353
H -34.0454 4.4318 21.9109
H -32.9110 3.6207 23.1762
H -31.1869 5.5938 20.3384
H -30.1273 4.3197 20.9932
C -27.9702 9.2862 27.3204
C -28.1550 10.5347 26.5602
C -26.6764 10.9261 26.4001
O -25.7727 9.8703 26.4762
C -26.5912 8.7474 26.8947
H -28.7518 8.6059 26.9821
H -28.0927 9.3815 28.3993
H -28.7794 11.1752 27.1830
H -28.6345 10.3846 25.5929
H -26.6001 11.5153 27.3140
H -26.4452 11.5479 25.5352
H -26.1681 8.2037 27.7393
H -26.6025 8.0389 26.0664
C -32.8068 21.0329 29.1773
C -32.8972 19.5654 29.4128
C -32.5437 18.9547 28.0614
O -31.7206 19.9157 27.4588
C -31.5785 21.0359 28.3832
H -32.6038 21.4796 30.1506
H -33.5843 21.5514 28.6165
H -33.9267 19.3815 29.7202
H -32.2630 19.2398 30.2373
H -33.4812 18.8043 27.5259
H -31.9626 18.0537 28.2580
H -31.4096 22.0055 27.9146
H -30.7661 20.9211 29.1007

Output
- Energy relative to the best compared isomer or geometry (same formula, charge and spin): 157.6 kcal/mol
- Spin multiplicity: 1
- HOMO energy: -9.195 eV